No. 1
Molecular formula: C5H6O
Method: DFT, ωB97M-V with the def2-TZVPD basis set

Structure (XYZ):
```
12
Properties=species:S:1:pos:R:3:forces:R:3:lowdin_charge:R:1
C -0.638 0.125 -2.200 0.033 -0.027 0.486 0.13
C 0.131 0.643 -1.438 0.690 0.085 -1.316 -0.28
O 1.060 1.255 -0.732 0.169 -0.493 -0.262 0.01
C 0.606 1.288 0.583 -0.553 -0.071 0.305 -0.12
C -0.210 0.301 0.966 0.374 0.065 0.906 -0.15
C 0.038 -1.159 0.669 -0.128 -0.037 -0.104 -0.10
H -1.385 -0.486 -2.641 0.031 0.127 -0.263 0.03
H 0.987 2.140 1.139 -0.685 0.195 -0.308 0.12
H -0.976 0.517 1.694 0.453 -0.055 0.802 0.10
H -0.785 -1.716 0.218 -0.032 0.166 -0.011 0.07
H 0.942 -1.329 0.075 -0.253 0.156 0.027 0.09
H 0.231 -1.580 1.667 -0.098 -0.112 -0.262 0.08
```
Positions in Å, forces in eV/Å.

Net charge: 0
Kohn-Sham gap in eV: 9.557
HOMO energy in eV: -8.69
Max |F| in eV Å⁻¹: 1.5
ΔE to the lowest compared entry with this formula, charge and spin in eV: 4.071
Structure (SMILES): C#CO/C=C\C



No. 2
Molecular formula: C6H12O
Method: DFT, ωB97M-V with the def2-TZVPD basis set

Structure (XYZ):
```
19
Properties=species:S:1:pos:R:3:forces:R:3:lowdin_charge:R:1
C -0.893 -1.278 -1.252 0.035 -0.035 -0.001 -0.01
C -0.696 -0.108 -0.311 -0.047 0.031 -0.264 -0.48
C -1.407 1.148 -0.784 -0.022 0.026 0.041 -0.02
O -0.851 -0.413 1.078 -0.138 -0.066 0.175 0.02
C 0.448 -0.026 0.622 0.263 0.078 -0.007 -0.48
C 1.507 -1.106 0.694 -0.015 -0.039 -0.012 -0.02
C 0.948 1.307 1.144 -0.039 0.042 -0.009 -0.01
H -1.952 -1.562 -1.248 0.137 0.052 -0.003 0.09
H -0.309 -2.156 -0.973 -0.096 0.148 -0.031 0.07
H -0.629 -0.996 -2.278 -0.019 -0.013 0.146 0.09
H -0.811 1.679 -1.535 -0.076 -0.088 0.097 0.09
H -1.611 1.823 0.049 0.052 -0.085 -0.122 0.08
H -2.368 0.887 -1.242 0.129 0.008 0.065 0.08
H 2.332 -0.884 0.008 -0.107 -0.020 0.081 0.09
H 1.918 -1.147 1.709 -0.055 0.022 -0.121 0.09
H 1.109 -2.093 0.458 0.044 0.146 0.039 0.07
H 1.222 1.204 2.200 -0.029 -0.008 -0.143 0.09
H 0.199 2.097 1.067 0.110 -0.140 0.007 0.07
H 1.843 1.622 0.594 -0.126 -0.060 0.062 0.09
```
Positions in Å, forces in eV/Å.

Net charge: 0
Kohn-Sham gap in eV: 10.939
HOMO energy in eV: -9.95
Max |F| in eV Å⁻¹: 0.3
ΔE to the lowest compared entry with this formula, charge and spin in eV: 0.857
Structure (SMILES): CC1(C)OC1(C)C



No. 3
Molecular formula: C2HO4P
Method: DFT, ωB97M-V with the def2-TZVPD basis set

Structure (XYZ):
```
8
Properties=species:S:1:pos:R:3:forces:R:3:lowdin_charge:R:1
C -1.184 -1.568 0.333 -3.046 3.164 -1.606 -0.12
C 0.187 0.187 -0.041 -1.538 -2.186 -0.084 -0.70
O 2.921 -0.504 -0.589 -1.247 1.222 0.660 -0.73
O -0.805 1.095 -0.347 -1.041 0.914 0.062 -0.21
O 0.977 0.503 1.130 -0.416 0.033 1.224 -0.44
O -2.289 -1.027 0.004 3.940 -2.066 1.356 -0.33
P 1.896 0.653 -0.256 2.145 -0.935 -1.593 0.51
H -1.703 0.661 -0.234 1.203 -0.147 -0.019 0.02
```
Positions in Å, forces in eV/Å.

Net charge: -2
Kohn-Sham gap in eV: 5.079
HOMO energy in eV: 1.93
Max |F| in eV Å⁻¹: 4.7
ΔE to the lowest compared entry with this formula, charge and spin in eV: 2.582



No. 4
Molecular formula: C22H27N3O4S
Method: DFT, ωB97M-V with the def2-TZVPD basis set

Structure (XYZ):
```
57
Properties=species:S:1:pos:R:3:forces:R:3:lowdin_charge:R:1
C -7.219 -0.363 1.094 0.019 -0.156 0.215 0.00
C -5.793 -0.861 1.152 -0.366 0.258 -0.195 -0.54
O -5.378 -1.640 1.982 0.059 -0.294 0.318 0.06
N -4.999 -0.353 0.176 0.228 0.089 -0.269 0.10
C -3.602 -0.710 0.066 0.092 -0.122 -0.019 -0.27
C -3.387 -1.746 -1.065 0.070 0.147 0.033 -0.03
C -1.925 -1.771 -1.476 -0.518 -0.256 0.030 -0.47
O -1.550 -1.467 -2.583 0.119 0.079 -0.225 0.09
N -1.100 -2.136 -0.448 0.035 -0.297 0.373 0.14
C 0.285 -2.007 -0.367 0.330 0.089 -0.030 -0.21
C 0.878 -2.156 0.889 0.032 0.046 -0.110 -0.01
C 2.241 -1.995 1.038 -0.038 -0.082 0.079 -0.07
C 3.015 -1.690 -0.065 0.762 0.025 0.072 -0.28
S 4.774 -1.407 0.146 0.119 0.157 0.068 0.67
O 5.179 -2.050 1.362 -0.301 0.105 0.117 -0.28
O 5.435 -1.742 -1.080 -0.267 0.152 -0.171 -0.28
N 4.981 0.222 0.375 0.105 -1.052 -0.127 -0.24
C 4.562 0.793 1.630 -0.367 -0.030 0.611 -0.19
C 3.173 1.431 1.545 0.215 0.199 -0.040 -0.17
C 3.148 2.447 0.405 -0.197 -0.230 -0.061 -0.20
C 3.520 1.754 -0.904 0.196 0.160 0.140 -0.17
C 4.897 1.099 -0.766 -0.192 0.138 -0.681 -0.19
C 2.445 -1.571 -1.318 0.012 -0.080 0.044 -0.06
C 1.081 -1.727 -1.477 -0.033 0.051 -0.144 0.02
C -2.727 0.500 -0.166 -0.075 0.107 0.211 -0.19
C -1.714 0.809 0.732 -0.084 0.001 -0.043 -0.03
C -0.863 1.873 0.495 0.081 0.028 0.037 -0.07
C -1.019 2.644 -0.644 0.054 0.057 -0.003 -0.08
C -2.035 2.351 -1.538 -0.046 0.066 -0.083 -0.07
C -2.883 1.284 -1.302 0.024 -0.018 0.109 -0.03
H -7.681 -0.664 0.156 -0.054 0.011 -0.082 0.08
H -7.240 0.722 1.163 -0.032 0.092 -0.025 0.08
H -7.780 -0.787 1.921 0.010 -0.006 0.003 0.08
H -5.379 0.281 -0.508 -0.065 -0.007 0.108 0.14
H -3.354 -1.163 1.034 0.018 0.117 -0.191 0.14
H -3.715 -2.732 -0.731 -0.053 -0.034 0.002 0.13
H -3.971 -1.465 -1.942 0.094 -0.032 0.020 0.13
H -1.548 -2.389 0.422 -0.009 0.065 -0.167 0.14
H 0.264 -2.395 1.746 -0.065 -0.022 0.107 0.12
H 2.722 -2.112 1.996 -0.021 -0.043 0.157 0.12
H 4.593 -0.012 2.364 0.044 0.209 0.150 0.11
H 5.296 1.555 1.918 -0.005 -0.079 0.008 0.13
H 2.423 0.659 1.359 -0.039 0.015 0.055 0.10
H 2.942 1.915 2.495 -0.038 -0.043 0.052 0.11
H 2.158 2.898 0.320 0.016 0.094 0.018 0.09
H 3.867 3.244 0.613 0.008 0.115 0.016 0.11
H 2.768 0.997 -1.137 -0.009 0.048 -0.053 0.10
H 3.546 2.474 -1.723 -0.020 -0.026 -0.072 0.11
H 5.146 0.497 -1.640 0.077 0.239 -0.072 0.11
H 5.661 1.878 -0.650 -0.003 -0.075 -0.025 0.13
H 3.084 -1.373 -2.165 0.005 0.027 -0.168 0.12
H 0.624 -1.627 -2.447 0.010 -0.016 -0.015 0.11
H -1.589 0.213 1.625 0.003 -0.093 0.093 0.12
H -0.077 2.096 1.202 0.087 0.032 0.067 0.10
H -0.353 3.472 -0.835 0.060 0.075 -0.013 0.10
H -2.161 2.949 -2.427 -0.005 0.052 -0.082 0.11
H -3.658 1.054 -2.018 -0.081 -0.053 -0.145 0.12
```
Positions in Å, forces in eV/Å.

Net charge: 0
Kohn-Sham gap in eV: 9.271
HOMO energy in eV: -8.83
Max |F| in eV Å⁻¹: 1.1
ΔE to the lowest compared entry with this formula, charge and spin in eV: 0.546
Structure (SMILES): CC(=O)N[C@@H](CC(=O)Nc1ccc(S(=O)(=O)N2CCCCC2)cc1)c1ccccc1



No. 5
Molecular formula: C4H12NO2P
Method: DFT, ωB97M-V with the def2-TZVPD basis set

Structure (XYZ):
```
20
Properties=species:S:1:pos:R:3:forces:R:3:lowdin_charge:R:1
C 1.727 0.463 -0.237 1.928 -4.081 0.383 -0.07
C 1.001 -1.525 1.132 -1.949 -1.522 0.480 -0.07
C -1.827 1.604 -1.599 -1.342 3.229 1.219 -0.02
C 0.592 -0.312 0.407 -1.817 2.260 -0.250 -0.71
N -0.145 0.637 1.335 -0.137 -0.767 -1.196 0.03
O -1.848 -1.543 -0.156 -1.947 0.941 2.842 -0.22
O 0.057 -1.770 -1.769 0.742 -1.252 -1.226 -0.32
P -0.636 -0.833 -0.891 0.736 0.502 -0.242 0.65
H 2.512 -0.159 -0.817 -1.314 0.496 1.162 0.13
H 2.170 0.829 0.658 0.978 1.310 0.135 0.08
H 1.368 1.074 -0.961 -0.966 2.758 -1.640 0.03
H 0.337 -2.386 0.740 2.231 0.579 0.449 0.11
H 2.070 -1.490 1.116 0.633 -1.351 -0.109 0.08
H 0.654 -1.478 2.158 0.136 0.218 0.436 0.08
H -2.607 1.749 -0.837 0.440 -0.551 0.275 0.00
H -1.066 2.414 -1.446 -0.366 -1.159 -0.782 0.02
H -2.367 1.429 -2.506 0.646 -0.257 -0.955 -0.01
H -0.189 1.572 0.925 0.031 -0.270 0.085 0.06
H 0.438 0.692 2.142 0.250 0.283 0.843 0.05
H -2.240 -0.968 0.608 1.087 -1.366 -1.910 0.13
```
Positions in Å, forces in eV/Å.

Net charge: 0
Kohn-Sham gap (alpha / beta) in eV: 7.506 / 8.063
HOMO energy (alpha / beta) in eV: -6.78 / -10.00
Max |F| in eV Å⁻¹: 4.5
ΔE to the lowest compared entry with this formula, charge and spin in eV: 0.637
Spin multiplicity: 3



No. 6
Molecular formula: C3H6N2
Method: DFT, ωB97M-V with the def2-TZVPD basis set

Structure (XYZ):
```
11
Properties=species:S:1:pos:R:3:forces:R:3:lowdin_charge:R:1
C -1.600 1.641 0.188 -0.412 -0.001 -0.080 0.01
C -1.679 0.380 -0.152 0.620 -0.147 -0.083 -0.23
N -1.184 -0.729 -0.416 0.854 0.713 0.010 0.07
N 0.261 -0.362 -0.011 0.137 -0.054 0.458 -0.14
C 1.479 -1.111 -0.284 -0.048 -0.306 -0.162 -0.13
H -1.619 1.949 1.227 -0.402 0.012 -0.137 0.06
H -1.328 2.355 -0.581 -0.315 0.062 0.066 0.06
H 0.139 -0.368 0.989 0.219 0.160 0.237 0.08
H 1.474 -2.173 -0.019 -0.095 -0.078 -0.135 0.07
H 2.219 -0.610 0.366 -0.258 -0.239 -0.244 0.08
H 1.838 -0.972 -1.308 -0.298 -0.122 0.068 0.07
```
Positions in Å, forces in eV/Å.

Net charge: 0
Kohn-Sham gap in eV: 9.887
HOMO energy in eV: -9.00
Max |F| in eV Å⁻¹: 1.1
ΔE to the lowest compared entry with this formula, charge and spin in eV: 4.036
Structure (SMILES): C=C=NNC